# 1
This record from the Open Molecules 2025 dataset describes 6 unconnected molecules or ions with the total composition C6H29B2O7 in a non-equilibrium geometry. The level of theory is wB97M-V/def2-TZVPD.

Bonds (Å) are listed after each position.
Positions of all 44 atoms, in Å:
1 O 0.51380 -0.23514 -0.02213  H2 1.042, H3 1.007, H4 0.975
2 H 0.49335 0.78829 0.17273  O1 1.042
3 H 1.45867 -0.58379 -0.02941  O1 1.007
4 H 0.13960 -0.46228 -0.89316  O1 0.975
5 B 2.59683 -1.88882 -1.11667  H6 1.171, H7 1.160, H8 1.169, H9 1.170
6 H 2.22375 -1.12369 -1.92152  B5 1.171
7 H 3.55382 -2.36805 -1.56331  B5 1.160
8 H 2.78444 -1.31356 -0.11655  B5 1.169
9 H 1.69587 -2.62106 -0.97471  B5 1.170
10 B 1.11207 2.37861 1.11594  H11 1.167, H12 1.164, H13 1.162, H14 1.159
11 H 0.35837 2.18032 0.24730  B10 1.167
12 H 0.49101 2.63690 2.06625  B10 1.164
13 H 1.74814 1.44446 1.38485  B10 1.162
14 H 1.83468 3.23834 0.82966  B10 1.159
15 C -0.44773 -1.17660 -3.53627  C16 1.534, O18 1.435, H19 1.098, H20 1.096
16 C -0.22367 -0.87685 -5.02350  C15 1.534, O17 1.430, H21 1.084, H22 1.098
17 O -1.45208 -0.68787 -5.73153  C16 1.430, H23 0.961
18 O -0.51869 -0.01452 -2.69693  C15 1.435, H24 0.965
19 H 0.45613 -1.64744 -3.12803  C15 1.098
20 H -1.18450 -1.97718 -3.40275  C15 1.096
21 H 0.42423 -1.64276 -5.43498  C16 1.084
22 H 0.26391 0.10640 -5.01670  C16 1.098
23 H -2.02468 -0.15384 -5.17466  O17 0.961
24 H -1.06395 0.64187 -3.14797  O18 0.965
25 C 2.13777 -0.98902 4.32510  C26 1.515, O28 1.448, H29 1.088, H30 1.095
26 C 1.86667 0.50134 4.32966  C25 1.515, O27 1.434, H31 1.090, H32 1.096
27 O 0.57114 0.72481 3.75632  C26 1.434, H33 0.986
28 O 2.97641 -1.41635 3.22499  C25 1.448, H34 0.958
29 H 1.21141 -1.53840 4.17435  C25 1.088
30 H 2.69178 -1.24044 5.23513  C25 1.095
31 H 2.65763 1.07077 3.84189  C26 1.090
32 H 1.80343 0.81574 5.37812  C26 1.096
33 H 0.66161 1.41716 3.06085  O27 0.986
34 H 2.44290 -1.93268 2.61886  O28 0.958
35 C -4.05571 1.02800 -0.37849  C36 1.509, O38 1.433, H39 1.098, H40 1.094
36 C -3.49246 0.59198 0.95195  C35 1.509, O37 1.396, H41 1.099, H42 1.100
37 O -2.20010 1.08413 1.14371  C36 1.396, H43 0.962
38 O -3.24514 0.58321 -1.47373  C35 1.433, H44 0.969
39 H -4.14805 2.12173 -0.42131  C35 1.098
40 H -5.10310 0.71249 -0.40921  C35 1.094
41 H -3.57932 -0.50060 1.03518  C36 1.099
42 H -4.18451 0.94600 1.73071  C36 1.100
43 H -1.85606 0.93381 2.02966  O37 0.962
44 H -2.38967 0.44456 -1.03972  O38 0.969

- Total charge: -1

=====

# 2
This record from the Open Molecules 2025 dataset describes 8 unconnected molecules or ions with the total composition C6H29NO7 in a non-equilibrium geometry. The level of theory is wB97M-V/def2-TZVPD.

Bonds (Å) are listed after each position.
Positions of all 43 atoms, in Å:
1 C -1.54240 1.02987 -2.03959  C2 1.549, H8 1.108, H9 1.154, H10 1.130
2 C -0.33578 1.68417 -2.75750  C1 1.549, C3 1.634, H11 1.151, H12 1.036
3 C 0.75339 2.31740 -1.71768  C2 1.634, N4 1.401, H13 1.156, H14 1.046
4 N 1.09094 1.30783 -0.80760  C3 1.401, C5 1.446, H15 1.071
5 C 1.96890 1.78822 0.23549  N4 1.446, C6 1.583, H16 1.130, H17 1.141
6 C 2.95003 0.73783 0.89826  C5 1.583, C7 1.628, H18 1.166, H19 1.049
7 C 2.25732 -0.65430 1.38148  C6 1.628, H20 0.993, H21 1.033, H22 1.077
8 H -2.33541 0.52867 -2.62934  C1 1.108
9 H -0.97320 0.27284 -1.37998  C1 1.154
10 H -2.06910 1.55811 -1.19145  C1 1.130
11 H 0.30191 0.89964 -3.30750  C2 1.151
12 H -0.54023 2.37953 -3.49764  C2 1.036
13 H 0.15545 3.18304 -1.23815  C3 1.156
14 H 1.44415 2.86514 -2.28066  C3 1.046
15 H 1.55304 0.40478 -1.15106  N4 1.071
16 H 1.23356 2.16112 1.00880  C5 1.130
17 H 2.65355 2.65868 -0.03880  C5 1.141
18 H 3.57901 0.36442 -0.00985  C6 1.166
19 H 3.60190 1.18494 1.58752  C6 1.049
20 H 2.00633 -1.16796 0.56986  C7 0.993
21 H 1.29328 -0.43893 1.68208  C7 1.033
22 H 2.79853 -1.18167 2.14856  C7 1.077
23 O -2.09742 -1.83228 0.77635  H24 0.886, H25 0.980
24 H -2.05046 -0.94929 0.83822  O23 0.886
25 H -1.67765 -2.00841 1.64430  O23 0.980
26 O 2.53151 -1.38079 -1.82886  H27 0.945, H28 0.963
27 H 1.74292 -1.39546 -2.35012  O26 0.945
28 H 2.29876 -1.78056 -0.98397  O26 0.963
29 O -2.96988 -2.87061 -1.54418  H30 0.968, H31 0.969
30 H -2.63968 -3.66152 -1.09482  O29 0.968
31 H -3.19646 -2.25965 -0.82718  O29 0.969
32 O 0.03135 -1.31691 -2.91740  H33 0.875, H34 1.018
33 H 0.33217 -2.07122 -3.24197  O32 0.875
34 H -0.33132 -0.55214 -3.48285  O32 1.018
35 O -1.17442 -1.65053 3.60449  H36 0.941, H37 0.906
36 H -1.35377 -0.73157 3.69330  O35 0.941
37 H -0.36593 -1.77744 3.99227  O35 0.906
38 O -1.67698 0.88271 1.73813  H39 1.034, H40 0.946
39 H -1.13747 1.24366 0.93369  O38 1.034
40 H -2.50583 1.33497 1.80266  O38 0.946
41 O -0.44006 1.40737 4.08938  H42 0.935, H43 0.949
42 H -0.80637 0.58455 3.83873  O41 0.935
43 H -0.58986 1.86611 3.27251  O41 0.949

- Relative energy (zero: lowest compared OMol25 entry of this formula, charge and spin): 79.40 kcal/mol
- Total charge: 0

=====

# 3
This record from the Open Molecules 2025 dataset describes 8 unconnected molecules or ions with the total composition C6H29NO8 in a non-equilibrium geometry. The level of theory is wB97M-V/def2-TZVPD.

Bonds (Å) are listed after each position.
Positions of all 44 atoms, in Å:
1 C -1.45752 -2.72075 2.35799  C2 1.504, H9 1.100, H10 1.090, H11 1.105
2 C -0.27616 -1.92885 1.86767  C1 1.504, C3 1.538, C4 1.561, H12 1.083
3 C 1.00397 -2.42293 2.56284  C2 1.538, H13 1.102, H14 1.096, H15 1.096
4 C -0.22572 -1.97299 0.30777  C2 1.561, C5 1.555, H16 1.093, H17 1.089
5 C -1.04168 -0.75562 -0.21165  C4 1.555, N6 1.480, H18 1.089, H19 1.090
6 N -0.26529 0.46603 0.09542  C5 1.480, C7 1.401, H20 1.004
7 C -0.24955 1.62727 -0.68866  N6 1.401, O8 1.437, H21 1.077, H22 1.094
8 O -1.49295 2.34754 -0.67991  C7 1.437, H23 0.962
9 H -2.28698 -2.71607 1.63555  C1 1.100
10 H -1.26248 -3.71979 2.74650  C1 1.090
11 H -1.98140 -2.29479 3.23214  C1 1.105
12 H -0.35268 -0.87530 2.10605  C2 1.083
13 H 0.92786 -2.14926 3.62779  C3 1.102
14 H 1.03361 -3.51615 2.49082  C3 1.096
15 H 1.96617 -1.93940 2.35891  C3 1.096
16 H -0.69325 -2.88804 -0.06600  C4 1.093
17 H 0.76890 -1.94203 -0.13536  C4 1.089
18 H -2.01569 -0.64238 0.26268  C5 1.089
19 H -1.16419 -0.84784 -1.29036  C5 1.090
20 H 0.43679 0.34690 0.80350  N6 1.004
21 H 0.02306 1.60022 -1.73010  C7 1.077
22 H 0.51184 2.34418 -0.36675  C7 1.094
23 H -1.92466 2.50659 0.16513  O8 0.962
24 O 1.94047 2.24098 1.91506  H25 0.963, H26 0.964
25 H 2.87099 2.38408 1.71405  O24 0.963
26 H 1.53683 3.11569 1.96008  O24 0.964
27 O 3.71293 2.48500 -0.55825  H28 0.963, H29 0.964
28 H 3.74305 2.52023 -1.51996  O27 0.963
29 H 3.59076 1.54520 -0.38235  O27 0.964
30 O 2.35246 0.66363 -2.50519  H31 0.971, H32 0.964
31 H 1.92345 0.01701 -3.08860  O30 0.971
32 H 1.81463 1.45959 -2.58051  O30 0.964
33 O 1.73204 -1.84291 -3.09227  H34 0.963, H35 0.966
34 H 2.37811 -2.29791 -2.54262  O33 0.963
35 H 1.07827 -1.50164 -2.46807  O33 0.966
36 O -3.50705 0.80636 -1.79328  H37 0.981, H38 0.960
37 H -2.83383 1.33561 -1.31413  O36 0.981
38 H -4.30578 1.33375 -1.86096  O36 0.960
39 O -1.56922 0.21164 -3.60755  H40 0.962, H41 0.982
40 H -1.74628 -0.58102 -4.12333  O39 0.962
41 H -2.20732 0.17708 -2.86251  O39 0.982
42 O -0.84756 2.70437 2.80660  H43 0.965, H44 0.962
43 H -0.70852 1.90205 2.28892  O42 0.965
44 H -0.93042 3.41468 2.16293  O42 0.962

- Relative energy (zero: lowest compared OMol25 entry of this formula, charge and spin): 57.47 kcal/mol
- Total charge: 0

=====

So what do the calculations give for HOMO energy? Going down the list: -6.165; -8.974; -9.136 eV.
So what do the calculations give for gap between HOMO and LUMO? Going down the list: 8.8; 9.1; 9.5 eV.
So what do the calculations give for total energy? Going down the list: -822.2194; -827.2911; -902.6374 Eh.